No. 1
99
Properties=species:S:1:pos:R:3:forces:R:3:mulliken_charge:R:1 method="wB97M-V/def2-TZVPD" total_charge=+1 orbital_gap_ev=8.19 mol_weight_g_mol=769.0 lumo_energy_ev=-2.87 largest_force_ev_per_a=1.87
C -2.285658 -0.453153 5.223137 0.254 0.357 -0.029 -0.94
C -1.762909 0.057963 3.877757 0.082 -0.073 0.259 -0.41
C -2.173554 -0.862815 2.723076 -0.516 1.129 0.430 -1.03
N -1.020541 -1.086365 1.798998 -0.231 -0.683 0.073 0.13
C -1.149559 -2.249784 0.876288 0.943 -0.563 -1.027 -0.04
C 0.283714 -2.718258 0.538191 -0.297 -0.833 0.521 -0.22
C 0.301292 -3.353045 -0.828868 0.932 -0.500 0.537 0.35
F -0.833620 -3.942983 -1.280971 -0.440 1.462 -0.609 -0.32
C 1.434757 -3.306631 -1.582457 -0.808 -0.074 0.023 0.26
F 2.550212 -3.899894 -1.214215 0.556 1.388 0.651 -0.21
F 1.627765 -2.565068 -2.651835 -0.362 -1.448 -1.129 -0.19
H -1.731802 0.047681 6.017931 -0.027 -0.054 0.082 0.41
H -2.126916 -1.528822 5.325283 -0.165 0.326 0.052 0.07
H -3.332496 -0.199631 5.369340 -0.100 -0.192 -0.135 0.28
H -0.671085 0.137683 3.963519 0.067 -0.180 -0.224 0.65
H -2.113733 1.073174 3.681229 0.239 -0.281 0.099 0.24
H -2.566975 -1.808824 3.086741 0.336 -0.239 -0.160 0.49
H -2.969382 -0.361549 2.175124 -0.009 -0.322 -0.333 0.43
H -0.194753 -1.258727 2.375516 0.007 0.144 0.090 0.48
H -0.809323 -0.239666 1.266394 -0.080 0.060 -0.024 0.44
H -1.691581 -3.073782 1.327660 -0.288 0.304 0.284 0.34
H -1.631445 -1.973375 -0.055427 -0.476 0.376 0.290 -0.39
H 0.624288 -3.362731 1.357504 0.155 0.072 0.007 0.22
H 0.897970 -1.817895 0.485316 0.300 -0.147 0.103 0.11
C 4.993423 1.421878 -1.726244 -0.068 -0.099 0.253 -0.59
C 4.411834 0.479576 -2.786904 -0.032 0.142 0.143 -0.42
C 3.189820 -0.203186 -2.159633 0.246 -0.060 -0.269 -0.49
S 2.541706 0.934153 -0.933851 0.262 0.234 -0.441 1.26
O 2.676906 0.324302 0.372915 -0.337 -0.121 0.149 -0.70
O 1.258971 1.434928 -1.371323 -0.152 -0.165 0.287 -0.71
C 3.802403 2.181220 -1.141345 0.305 0.028 0.023 -0.83
H 5.728394 2.100001 -2.149763 -0.144 -0.092 0.126 0.39
H 5.480625 0.837509 -0.941172 -0.042 0.010 0.035 0.29
H 4.105736 1.058815 -3.658884 0.006 0.030 0.011 0.01
H 5.143557 -0.252108 -3.123333 0.000 -0.001 -0.003 0.40
H 2.406587 -0.402803 -2.882592 -0.076 0.020 0.060 0.38
H 3.460582 -1.118813 -1.638118 0.016 0.035 0.068 0.24
H 4.008579 2.648634 -0.181289 -0.113 -0.020 0.042 0.46
H 3.419127 2.921275 -1.843562 -0.075 -0.021 0.011 0.34
C -4.660432 0.312604 -4.218046 0.146 -0.007 0.007 -0.61
C -3.661882 -0.836578 -4.410082 -0.078 0.007 0.040 -0.76
C -2.676234 -0.786235 -3.235262 0.061 -0.117 -0.291 -0.44
S -3.575002 -0.050973 -1.860969 -0.146 -0.109 -0.542 1.29
O -2.965392 1.212771 -1.527933 0.014 -0.097 0.330 -0.68
O -3.798881 -1.058120 -0.847343 0.221 0.148 0.345 -0.69
C -5.092661 0.251288 -2.756136 -0.169 0.051 -0.200 -0.80
H -5.513934 0.223176 -4.886942 -0.015 0.006 0.006 0.38
H -4.171128 1.267143 -4.421612 -0.029 0.021 0.010 0.29
H -4.195017 -1.788654 -4.403559 -0.008 -0.001 0.018 0.32
H -3.138603 -0.761873 -5.361281 0.017 -0.003 0.002 0.36
H -2.334064 -1.776470 -2.941456 0.025 0.041 0.117 0.14
H -1.822835 -0.145023 -3.449588 -0.019 0.075 0.108 0.42
H -5.546373 1.171163 -2.394980 0.060 -0.011 0.118 0.41
H -5.755935 -0.593536 -2.572846 0.025 -0.013 0.061 0.37
C -5.763678 4.671166 3.251133 0.085 -0.046 -0.108 -0.61
C -5.893240 3.925125 1.915707 -0.020 -0.004 0.080 -0.72
C -4.755086 2.897447 1.853053 -0.166 0.150 -0.228 -0.57
S -4.379894 2.469809 3.559853 -0.626 0.483 -0.214 1.33
O -3.045177 2.929073 3.863537 0.057 -0.128 0.052 -0.76
O -4.781726 1.106258 3.809928 0.322 -0.117 0.036 -0.67
C -5.545045 3.596120 4.311617 -0.175 0.218 0.026 -0.87
H -6.647168 5.267782 3.469169 -0.002 0.004 0.014 0.37
H -4.903298 5.342422 3.218614 -0.002 0.010 0.036 0.29
H -6.855903 3.412392 1.876393 0.001 -0.014 0.020 0.32
H -5.850294 4.605591 1.067378 0.012 -0.004 -0.012 0.35
H -5.040565 1.993486 1.320186 0.103 -0.071 0.057 0.29
H -3.853717 3.318718 1.411587 0.059 -0.036 0.081 0.40
H -5.130058 3.975363 5.242361 0.082 -0.113 0.012 0.43
H -6.460176 3.038042 4.507515 0.028 -0.057 0.007 0.37
C 1.194278 -5.450489 6.079187 -0.067 0.031 -0.117 -0.62
C 1.414128 -4.228432 5.176562 -0.006 -0.010 0.051 -0.83
C 0.068230 -3.906899 4.514270 0.309 0.097 -0.157 0.17
S -1.207608 -4.484162 5.652731 0.181 -0.018 0.268 1.15
O -1.929720 -5.555914 5.022789 -0.105 0.076 -0.099 -0.67
O -1.896040 -3.346823 6.210626 -0.069 -0.373 -0.037 -0.72
C -0.084282 -5.168528 6.863130 0.269 -0.102 0.070 -0.74
H 2.038837 -5.616526 6.744670 0.001 -0.006 0.009 0.39
H 1.065859 -6.345619 5.467539 -0.005 -0.022 0.027 0.30
H 1.738578 -3.380911 5.782735 -0.022 0.004 0.013 0.36
H 2.185955 -4.410257 4.430074 0.000 0.001 -0.004 0.35
H -0.067772 -2.837318 4.353420 -0.120 -0.005 0.057 -0.26
H -0.061790 -4.447586 3.577099 -0.092 -0.075 0.053 0.27
H -0.533030 -6.055067 7.304163 -0.125 0.039 -0.034 0.41
H 0.077004 -4.409052 7.627507 -0.062 0.027 -0.006 0.34
C 5.915008 3.339125 -7.596493 0.120 -0.005 0.023 -0.64
C 7.100410 2.365595 -7.545295 -0.079 0.016 0.034 -0.62
C 7.869496 2.647963 -6.248242 0.090 -0.169 -0.266 -0.66
S 6.665486 3.301710 -5.084330 0.018 -0.129 -0.255 1.11
O 7.001039 4.665354 -4.776551 -0.015 -0.005 0.175 -0.69
O 6.437643 2.340574 -4.026010 0.162 0.261 -0.297 -0.62
C 5.275234 3.290077 -6.212631 -0.125 0.004 -0.228 -0.64
H 5.202042 3.068967 -8.373337 -0.008 0.009 -0.003 0.34
H 6.272999 4.349161 -7.804324 -0.032 0.018 0.010 0.31
H 6.728704 1.339157 -7.538062 -0.007 -0.001 0.013 0.30
H 7.748137 2.472001 -8.413267 0.015 -0.003 0.004 0.32
H 8.313715 1.750853 -5.825169 0.016 0.058 0.122 0.36
H 8.634547 3.408859 -6.387400 -0.044 0.071 0.090 0.36
H 4.630739 4.138872 -5.996160 0.052 0.012 0.127 0.48
H 4.732647 2.356957 -6.059362 0.022 -0.011 0.040 0.25

=====

No. 2
107
Properties=species:S:1:pos:R:3:forces:R:3:lowdin_spin:R:1 method="wB97M-V/def2-TZVPD" multiplicity=6 total_charge=+1 orbital_gap_ev="8.28 / 8.00" mol_weight_g_mol=875.1 lumo_energy_ev="-2.10 / -2.82" s2=8.76 largest_force_ev_per_a=1.13
Ru 0.482990 -0.617449 0.006932 -0.087 0.015 0.166 3.88
C 1.956301 -3.513021 0.381966 -0.184 0.009 0.173 0.00
C 3.115371 -2.538592 0.654034 -0.172 0.006 -0.058 0.00
C 3.495772 -1.768834 -0.574538 -0.202 0.152 -0.243 0.01
C 4.794762 -1.765540 -1.058169 0.105 -0.060 -0.024 0.00
C 5.091168 -1.056862 -2.209113 0.178 -0.010 -0.044 0.00
C 4.072387 -0.386679 -2.865720 0.070 0.025 -0.108 0.00
C 2.804847 -0.427939 -2.324033 -0.104 -0.252 0.229 0.01
N 2.513766 -1.088808 -1.193212 0.453 0.090 -0.096 0.07
N 0.653508 -2.952909 0.813983 0.162 0.031 -0.111 0.08
C 0.546885 -3.042361 2.278376 0.035 0.126 -0.110 0.01
C -0.524166 -2.129023 2.788260 0.086 0.180 -0.047 0.01
C -1.408105 -2.491463 3.786622 -0.145 -0.062 0.185 0.00
C -2.363401 -1.570113 4.192201 -0.010 -0.116 0.076 0.00
C -2.400382 -0.327017 3.582995 -0.099 0.077 0.045 0.00
C -1.476946 -0.050269 2.592660 0.251 -0.284 0.004 0.00
N -0.547620 -0.934073 2.207928 -0.500 0.156 0.187 0.07
C -0.507317 -3.649748 0.231511 0.179 0.049 -0.042 0.00
C -0.608100 -3.511306 -1.262624 0.048 0.167 0.105 0.00
C -1.284963 -4.464355 -2.007834 0.016 -0.196 -0.087 0.00
C -1.341533 -4.315385 -3.380017 0.066 -0.057 -0.075 0.00
C -0.707312 -3.226893 -3.967614 0.034 -0.102 -0.072 0.00
C -0.079962 -2.315680 -3.143274 0.331 -0.497 0.020 0.00
N -0.045929 -2.437212 -1.810385 0.164 -0.236 -0.287 0.05
H 2.138057 -4.458957 0.898535 -0.044 -0.113 0.055 0.00
H 1.895914 -3.729796 -0.679844 -0.002 -0.016 -0.115 0.00
H 3.984088 -3.071928 1.032590 0.043 -0.053 -0.012 0.00
H 2.829899 -1.815431 1.423349 -0.034 -0.001 0.079 0.00
H 5.564081 -2.316495 -0.529962 -0.050 0.043 -0.031 0.00
H 6.106521 -1.033383 -2.593015 -0.127 -0.011 0.042 0.00
H 4.253866 0.167470 -3.777212 -0.005 -0.021 0.042 0.00
H 1.983684 0.099203 -2.792525 0.029 0.023 0.048 0.00
H 1.499535 -2.752600 2.716483 0.086 0.059 0.047 0.00
H 0.347145 -4.069229 2.582491 0.004 -0.243 0.051 0.00
H -1.349901 -3.477265 4.233859 -0.025 0.064 -0.032 0.00
H -3.073366 -1.825221 4.970465 0.037 0.008 -0.052 0.00
H -3.140492 0.418583 3.854478 0.111 -0.090 -0.017 0.00
H -1.470144 0.904302 2.095765 -0.025 0.020 -0.092 0.00
H -1.416037 -3.229602 0.668606 0.000 0.086 0.068 0.00
H -0.471615 -4.708638 0.501215 -0.037 -0.163 -0.012 0.00
H -1.752795 -5.310784 -1.514226 0.062 0.103 -0.061 0.00
H -1.863896 -5.045148 -3.988209 0.036 0.062 0.036 0.00
H -0.709663 -3.080568 -5.041620 0.010 -0.030 0.095 0.00
H 0.417317 -1.443719 -3.561835 0.071 -0.276 -0.014 0.00
O -1.495894 -0.486694 -0.215919 -0.758 0.586 -0.606 0.28
C -2.361525 -0.079423 -1.265165 -0.054 -0.165 0.319 0.03
C -1.527962 0.282322 -2.508659 0.182 0.214 0.242 0.00
C -0.680950 1.497093 -2.292785 0.231 -0.050 0.134 0.01
C -1.015151 2.694850 -2.901932 -0.035 0.083 -0.127 0.00
C -0.197795 3.793367 -2.720056 -0.037 0.091 -0.048 0.00
C 0.915588 3.666125 -1.910800 0.013 0.183 -0.087 0.00
C 1.179142 2.462154 -1.279109 -0.168 -0.295 -0.007 0.01
C 2.366835 2.339083 -0.370710 -0.132 -0.160 -0.102 0.00
C 2.063271 1.955177 1.091436 -0.001 -0.160 0.306 0.03
O 1.554494 0.634254 1.145047 0.424 0.660 -0.076 0.28
C 1.082952 2.899390 1.795034 0.015 -0.125 0.091 0.00
C 0.460294 2.431156 2.951801 -0.008 0.057 0.066 0.00
C -0.402173 3.238481 3.680312 0.044 0.016 -0.041 0.00
C -0.652513 4.544282 3.268008 0.037 -0.048 -0.045 0.00
C -0.018965 5.030751 2.133608 0.043 -0.098 -0.029 0.00
C 0.847380 4.213596 1.407289 -0.020 0.098 -0.045 0.00
C 3.433606 1.997004 1.800718 -0.080 -0.177 0.144 0.01
C 3.854404 3.066097 2.584002 0.033 0.042 0.006 0.00
C 5.118983 3.063724 3.168369 -0.060 -0.023 -0.039 0.00
C 5.979448 1.993143 2.979463 -0.032 -0.014 -0.045 0.00
C 5.567576 0.920164 2.196669 -0.069 0.040 -0.004 0.00
C 4.305599 0.926292 1.617619 0.095 0.013 0.053 0.00
N 0.395820 1.381998 -1.486846 -0.126 0.153 -0.155 0.08
C -3.274796 -1.276025 -1.570793 0.086 -0.083 0.191 0.01
C -3.950080 -1.862971 -0.493319 -0.001 -0.061 -0.053 0.00
C -4.749574 -2.980908 -0.675424 0.025 0.014 -0.024 0.00
C -4.892560 -3.539101 -1.948111 0.030 0.045 0.021 0.00
C -4.229704 -2.964787 -3.019885 -0.057 0.104 0.055 0.00
C -3.421376 -1.840576 -2.829406 -0.219 0.005 -0.055 0.00
C -3.177835 1.156687 -0.839424 0.024 -0.089 0.124 0.00
C -4.465367 1.376807 -1.320992 -0.066 0.064 -0.002 0.00
C -5.168624 2.529737 -0.973766 0.055 -0.071 -0.005 0.00
C -4.591967 3.478402 -0.139062 0.014 0.004 -0.013 0.00
C -3.301134 3.275225 0.338569 0.034 -0.099 -0.039 0.00
C -2.602658 2.124343 -0.012944 -0.124 0.047 -0.080 0.00
H -2.172346 0.445646 -3.369569 -0.052 0.092 -0.006 0.00
H -0.887137 -0.573531 -2.703754 -0.422 0.617 0.012 0.00
H -1.907440 2.750319 -3.514539 0.071 -0.004 0.040 0.00
H -0.425397 4.739369 -3.200740 0.025 -0.098 0.042 0.00
H 1.589777 4.500938 -1.765537 -0.046 -0.025 0.025 0.00
H 2.946172 3.261888 -0.405467 -0.021 0.016 0.018 0.00
H 3.019043 1.539881 -0.723197 0.085 0.059 -0.097 0.00
H 0.677269 1.421532 3.279999 -0.018 0.064 -0.014 0.00
H -0.870098 2.855085 4.581653 0.036 0.019 -0.073 0.00
H -1.322205 5.180390 3.835676 0.041 -0.044 -0.037 0.00
H -0.190121 6.051386 1.811028 0.018 -0.049 0.013 0.00
H 1.353857 4.632971 0.544508 -0.070 -0.059 0.082 0.00
H 3.196791 3.911095 2.752592 0.020 -0.051 0.001 0.00
H 5.426159 3.902421 3.781659 -0.022 -0.023 -0.033 0.00
H 6.962305 1.993926 3.436695 -0.069 -0.008 -0.025 0.00
H 6.230433 0.075384 2.044259 -0.031 0.031 -0.005 0.00
H 3.980778 0.087693 1.016116 0.024 0.054 0.018 0.00
H -3.837402 -1.424957 0.493746 -0.002 -0.025 -0.049 0.00
H -5.274819 -3.416465 0.171318 0.083 0.068 -0.126 0.00
H -5.523692 -4.409714 -2.098325 0.063 0.101 0.030 0.00
H -4.339373 -3.385468 -4.016071 0.016 0.058 0.118 0.00
H -2.913968 -1.416250 -3.688677 -0.100 -0.073 0.083 0.00
H -4.934083 0.640361 -1.967568 0.031 0.062 0.068 0.00
H -6.175053 2.680130 -1.351937 0.109 -0.027 0.031 0.00
H -5.143892 4.373406 0.135199 0.080 -0.131 -0.040 0.00
H -2.828535 4.013378 0.981156 -0.046 -0.100 -0.068 0.00
H -1.588031 1.988699 0.336612 0.044 0.013 0.059 0.00